No. 1
DFT (ωB97M-V with the def2-TZVPD basis set) results for a single CH3N5O2 molecule at a distorted geometry.

Calculated values
- relative energy (zero: lowest compared OMol25 entry of this formula, charge and spin) (kJ/mol) = 470.9
- SMILES = O/N=c1/[nH]nnn1O
- E_HOMO (eV) = -9.71
- multiplicity = 1
- M (g mol⁻¹) = 117.1
- charge = 0
- frontier orbital gap (eV) = 9.50

Bonds (Å) are listed after each position.
Atoms and positions in Å:
1 O 1.69246 0.35531 -1.27492  N2 1.378, H9 1.190
2 N 1.26403 1.14704 -0.23158  O1 1.378, C3 1.269
3 C 0.16178 0.62614 0.11964  N2 1.269, N4 1.460, N7 1.576
4 N -0.74596 1.00642 1.19784  C3 1.460, N5 1.472, H10 1.184
5 N -1.67051 -0.13843 1.24553  N4 1.472, N6 1.201
6 N -1.57758 -0.84415 0.27804  N5 1.201, N7 1.433
7 N -0.73882 -0.32199 -0.76013  C3 1.576, N6 1.433, O8 1.530
8 O 0.16170 -1.55036 -0.90263  N7 1.530, H11 1.165
9 H 0.81383 -0.12856 -1.91517  O1 1.190
10 H -0.23449 1.27180 2.23228  N4 1.184
11 H 0.87355 -1.42322 0.01109  O8 1.165

And the natural (NBO) charges, in e, turn out to be: -0.57, -0.11, 0.37, -0.51, 0.04, -0.01, -0.05, -0.55, 0.49, 0.43, 0.48



No. 2
DFT (ωB97M-V with the def2-TZVPD basis set) results for 2 unconnected molecules or ions with the total composition CH3N5O3S at a distorted geometry.

Calculated values
- SMILES = N=C=N[N+](=O)[O-].O/N=N\S
- E_HOMO (eV) = -9.82
- multiplicity = 1
- M (g mol⁻¹) = 165.1
- charge = 0
- frontier orbital gap (eV) = 9.46

Bonds (Å) are listed after each position.
Atoms and positions in Å:
1 N 0.04203 -2.39779 0.02385  C2 1.206, H7 1.022
2 C 0.88002 -1.54392 0.17729  N1 1.206, N3 1.222
3 N 1.85119 -0.85311 0.44772  C2 1.222, N4 1.355
4 N 2.48328 0.20542 -0.11429  N3 1.355, O5 1.187, O6 1.208
5 O 3.51319 0.44926 0.42209  N4 1.187
6 O 2.02737 0.77348 -1.07769  N4 1.208
7 H -0.93237 -2.35905 0.32888  N1 1.022
8 O -2.99980 0.92468 0.62374  N9 1.405, H12 0.929
9 N -1.84338 0.12610 0.61356  O8 1.405, N10 1.217
10 N -0.88845 0.43766 -0.07412  N9 1.217, S11 1.661
11 S -0.76715 1.90935 -0.83467  N10 1.661, H13 1.334
12 H -3.79910 0.52050 0.87175  O8 0.929
13 H 0.43316 1.80739 -1.40813  S11 1.334

And the natural (NBO) charges, in e, turn out to be: -0.66, 0.74, -0.45, 0.66, -0.32, -0.41, 0.44, -0.60, 0.10, -0.35, 0.20, 0.49, 0.16



> Which value of frontier orbital gap does entry 1 give?

9.50 eV